Entry 1:
The following is a DFT calculation (wB97M-V/def2-TZVPD) of C11H23EuO3P2 as an isolated structure.

Element x y z (Å)
Eu (-0.50686, -0.17497, -1.54761)
P (1.12765, -0.27188, 0.57461)
P (-1.00768, 2.54243, -1.68514)
O (0.05205, 1.35510, 0.78884)
O (1.40726, -0.36856, 2.16006)
O (1.30678, -2.00470, 0.21681)
C (0.11574, -2.79709, 0.45287)
C (0.08190, 0.02183, -4.35253)
C (0.58838, -0.04092, 3.32997)
C (1.01340, 2.37322, 1.11119)
C (-0.96808, -1.88945, -3.55711)
C (1.04864, -0.79709, -3.72091)
C (0.17635, 3.58986, 1.49743)
C (0.44117, -1.97808, -3.21803)
C (-1.17463, -0.65184, -4.26049)
C (0.15251, -3.36619, 1.85711)
C (-0.87992, 0.06307, 3.12100)
H (-2.11568, -0.29302, -4.63885)
H (-1.32207, -0.84743, 2.64543)
H (-2.00738, 2.63078, -0.56835)
H (1.03078, 0.89315, 3.71742)
H (0.86230, -2.66981, -2.53114)
H (-0.43445, 3.33486, 2.38833)
H (0.24002, 0.97593, -4.82407)
H (-1.55833, 3.23832, -2.84803)
H (1.07362, -3.95502, 2.01950)
H (-1.74429, -2.54930, -3.21726)
H (-1.14331, 0.95401, 2.50430)
H (1.65159, 2.59846, 0.25184)
H (-0.71384, -4.03934, 1.96525)
H (1.64296, 2.07951, 1.96109)
H (0.14554, -3.57188, -0.33478)
H (0.08916, -2.58996, 2.65869)
H (0.84019, 4.42092, 1.74462)
H (2.11373, -0.53603, -3.60957)
H (0.17991, 3.29745, -1.19993)
H (-1.32392, 0.18166, 4.11689)
H (0.82972, -0.86176, 4.01568)
H (-0.80067, -2.18307, 0.34445)
H (-0.51021, 3.88685, 0.67044)

Computed properties:
Gap between HOMO and LUMO (alpha / beta) = 3.7 / 3.7 eV
Net charge = -1
F_max = 2.53 eV/Å
Lowest unoccupied orbital energy (alpha / beta) = 2.76 / 2.65 eV
Energy relative to the best compared isomer or geometry (same formula, charge and spin) = 0.000 eV
Multiplicity = 8


Entry 2:
The following is a DFT calculation (wB97M-V/def2-TZVPD) of a 3-piece molecular cluster, C11H23FNO6S2 overall.

Element x y z (Å)
S (-1.13163, -6.35026, -1.45168)
S (2.51839, 3.61213, 3.49233)
F (-3.78542, 0.02002, -1.03454)
O (-2.30720, -2.17233, -0.76369)
O (-0.98636, -1.32396, 0.76746)
O (0.13694, 1.78809, 0.22059)
O (1.99876, 2.52441, -0.90718)
O (1.79517, 2.36435, 3.85424)
O (0.32310, -6.47133, -1.76643)
N (-2.85198, 0.91564, 0.86731)
C (1.41122, 1.68960, -0.26601)
C (1.71526, 4.97198, 4.36396)
C (3.64883, 0.35314, -0.47325)
C (-1.64350, 1.03422, -1.38324)
C (-0.81906, 2.21018, -0.76644)
C (1.97079, 4.09758, 1.84667)
C (-2.02756, -7.32095, -2.68249)
C (-2.54064, 0.23476, -0.36366)
C (2.19191, 0.37777, 0.10106)
C (-1.68272, -4.74403, -2.04046)
C (-1.89199, -1.17640, -0.06705)
H (1.89549, 4.84967, 5.43141)
H (-1.79762, -8.37476, -2.52467)
H (-2.76504, -4.66986, -1.93745)
H (0.88122, 4.13586, 1.81210)
H (2.14093, 5.91967, 4.03088)
H (-3.09965, -7.16191, -2.55999)
H (-1.46890, 2.97659, -0.26569)
H (-1.39290, -4.61479, -3.08525)
H (-1.71519, -7.02711, -3.68580)
H (4.17502, 1.33300, -0.42163)
H (2.21498, 0.34510, 1.22193)
H (-2.21449, 1.37690, -2.28348)
H (4.23748, -0.35434, 0.16167)
H (0.64156, 4.95275, 4.17196)
H (2.39035, 5.07395, 1.59861)
H (-3.03595, 1.90627, 0.74232)
H (2.32889, 3.36271, 1.13426)
H (-1.21288, -3.96961, -1.43372)
H (-2.17284, 0.72533, 1.60099)
H (1.59512, -0.46798, -0.31827)
H (-0.88566, 0.30030, -1.77554)
H (-0.35974, 2.75710, -1.63279)
H (3.57754, -0.00942, -1.52938)

Computed properties:
Gap between HOMO and LUMO = 6.9 eV
Net charge = -1
F_max = 3.42 eV/Å
Lowest unoccupied orbital energy = 2.31 eV
Energy relative to the best compared isomer or geometry (same formula, charge and spin) = 0.793 eV


Entry 3:
The following is a DFT calculation (wB97M-V/def2-TZVPD) of C11H23GaN2O4P2 as an isolated structure.

Element x y z (Å)
Ga (0.18318, 0.02942, 0.19179)
P (-1.34503, 1.74787, 0.03113)
P (1.76750, -1.50425, -0.49472)
O (-0.77407, -3.68246, -2.95253)
O (0.34745, 0.03053, 2.22399)
O (-1.08845, -0.71083, -4.15538)
O (-1.17112, -0.70302, 3.61309)
N (-0.72042, -0.78561, 2.49418)
N (1.55446, 1.42376, -0.68682)
C (2.84928, 1.07230, -0.85837)
C (3.20546, -0.35200, -0.47079)
C (3.78345, 2.02377, -1.29330)
C (1.07534, 2.57080, -1.21841)
C (-0.43354, 2.73239, -1.23509)
C (-3.10231, 1.81641, -0.35929)
C (3.32448, 3.26139, -1.78015)
C (1.85426, -2.17226, -2.15127)
C (1.94452, 3.50995, -1.79529)
C (2.08827, -2.76722, 0.75233)
C (-1.10519, 2.74157, 1.50683)
H (2.03617, -2.28394, 1.74430)
H (1.10042, -2.96742, -2.30261)
H (-1.51654, -0.23988, -4.91653)
H (3.08186, -3.22705, 0.62551)
H (-1.70066, 2.30489, 2.31813)
H (-0.66282, -4.51889, -3.44407)
H (-3.46599, 2.86202, -0.32189)
H (-1.44746, 3.76542, 1.30132)
H (-3.25011, 1.40430, -1.37481)
H (1.31643, -3.55018, 0.66770)
H (-0.87792, 2.36523, -2.17907)
H (3.58067, -0.40256, 0.55441)
H (-0.73208, 3.76755, -1.06639)
H (4.83794, 1.73095, -1.30369)
H (-1.39144, -3.89829, -2.21615)
H (-1.44269, -1.63020, -4.17490)
H (3.97602, -0.78532, -1.12013)
H (1.67862, -1.32568, -2.83471)
H (2.87667, -2.56421, -2.29977)
H (1.50158, 4.42653, -2.19958)
H (-0.03721, 2.74969, 1.74990)
H (-3.64176, 1.22347, 0.40382)
H (4.03136, 4.00304, -2.16497)

Computed properties:
Gap between HOMO and LUMO = 8.5 eV
Net charge = +2
F_max = 3.21 eV/Å
Lowest unoccupied orbital energy = -6.89 eV


no.,molecular weight (g mol⁻¹)
1,417.21
2,348.44
3,378.99